[1]
56
Properties=species:S:1:pos:R:3:forces:R:3 method="wB97M-V/def2-TZVPD" smiles=Cc1ccccc1[C@@H](OCC[NH+](C(C)C)C(C)C)c1ccccc1 homo_ev=-11.4 total_charge=+1 total_energy_ha=-987.29350 de_lowest_ev=0.000
C -3.918 -0.625 1.526 0.0 0.0 0.0
C -3.115 0.630 1.683 0.0 0.1 0.0
C -3.493 1.580 2.623 0.0 0.0 0.0
C -2.778 2.751 2.795 0.0 0.1 0.0
C -1.663 2.994 2.016 0.0 0.1 0.1
C -1.271 2.058 1.076 0.0 -0.1 -0.1
C -1.983 0.880 0.901 0.0 0.1 -0.2
C -1.533 -0.149 -0.110 -0.2 -0.1 0.3
O -0.542 0.431 -0.978 0.0 0.2 -0.1
C -0.328 -0.286 -2.171 0.1 -0.2 -0.1
C 0.949 0.297 -2.784 -0.7 0.0 -0.2
N 1.961 0.425 -1.708 -0.3 0.0 0.5
C 2.657 -0.873 -1.396 0.4 -0.5 0.2
C 3.765 -1.208 -2.383 -0.2 0.1 0.0
C 3.168 -0.852 0.038 -0.1 0.1 -0.1
C 2.860 1.629 -1.827 0.4 0.6 -0.1
C 2.176 2.810 -1.151 0.1 -0.2 0.0
C 3.245 1.967 -3.262 0.0 -0.2 0.1
C -0.941 -1.368 0.570 0.0 0.0 -0.2
C -1.241 -2.652 0.129 0.0 0.1 0.0
C -0.653 -3.753 0.729 0.0 -0.1 0.0
C 0.242 -3.580 1.771 0.0 -0.1 0.0
C 0.543 -2.304 2.217 0.1 0.1 0.0
C -0.042 -1.203 1.617 -0.1 0.0 0.0
H -4.754 -0.628 2.219 -0.1 0.0 0.0
H -3.306 -1.505 1.719 0.0 -0.1 0.0
H -4.315 -0.707 0.514 -0.1 -0.1 -0.1
H -4.367 1.396 3.230 -0.1 0.0 0.1
H -3.094 3.472 3.533 0.0 0.1 0.1
H -1.098 3.906 2.136 0.0 0.1 0.0
H -0.408 2.251 0.456 0.1 0.0 -0.1
H -2.390 -0.451 -0.728 0.1 0.0 0.0
H -1.167 -0.156 -2.867 0.1 0.0 0.0
H -0.220 -1.360 -1.962 0.0 0.1 -0.1
H 1.317 -0.321 -3.601 0.1 0.1 0.1
H 0.720 1.293 -3.159 0.1 0.0 0.0
H 1.344 0.610 -0.888 0.3 -0.1 -0.2
H 1.883 -1.644 -1.464 0.0 0.2 0.0
H 4.599 -0.516 -2.308 0.1 0.1 0.0
H 4.141 -2.201 -2.154 0.0 -0.1 0.0
H 3.405 -1.226 -3.409 0.0 0.0 -0.1
H 3.528 -1.842 0.302 0.0 -0.1 0.0
H 3.994 -0.158 0.173 0.1 0.1 0.0
H 2.371 -0.599 0.733 0.0 0.0 0.1
H 3.768 1.386 -1.271 -0.1 -0.1 0.0
H 2.798 3.696 -1.244 0.1 0.0 0.0
H 1.215 3.028 -1.610 -0.1 0.0 -0.1
H 2.025 2.622 -0.090 -0.1 0.0 0.1
H 3.563 1.094 -3.822 0.1 -0.1 -0.1
H 2.435 2.453 -3.798 -0.1 0.0 -0.1
H 4.079 2.664 -3.238 0.1 0.0 0.0
H -1.956 -2.793 -0.670 -0.1 0.0 -0.1
H -0.901 -4.745 0.385 0.0 -0.1 0.0
H 0.694 -4.439 2.243 0.0 -0.1 0.1
H 1.229 -2.166 3.040 0.1 0.0 0.1
H 0.171 -0.206 1.977 0.0 0.1 0.1


[2]
54
Properties=species:S:1:pos:R:3:forces:R:3 method="wB97M-V/def2-TZVPD" homo_ev=-5.3 total_charge=-1 total_energy_ha=-1684.08251
C 1.877 -1.155 -0.972 0.2 -0.7 -0.1
C 1.673 -1.814 -2.424 -2.0 0.5 0.7
C 1.513 -0.657 -3.526 1.3 0.2 -0.7
O 1.266 0.660 -2.940 -1.3 -2.0 -1.2
C -0.211 0.787 -2.899 -0.1 0.7 0.3
B -0.692 1.974 -1.832 -0.2 -1.0 0.0
C -2.316 2.018 -1.603 -0.9 0.5 -0.2
C -2.905 0.861 -0.666 0.1 0.1 -0.3
C -3.016 -0.587 -1.338 -0.3 0.6 0.0
C -3.388 -0.608 -2.895 -0.1 -1.2 0.4
N -2.986 -1.980 -3.417 0.5 0.9 0.1
C -0.026 3.370 -2.406 1.0 1.5 -0.6
C -0.440 4.687 -1.633 3.7 -0.8 2.1
O 0.181 5.134 -0.655 -2.9 -1.2 -3.5
I -2.212 5.743 -2.454 0.2 0.0 0.2
H 2.873 -0.590 -1.011 -1.5 -0.6 0.5
H 1.011 -0.460 -0.674 1.5 -0.8 -0.8
H 1.886 -1.974 -0.164 0.3 1.2 -1.2
H 2.435 -2.616 -2.686 -0.7 1.3 0.3
H 0.651 -2.353 -2.378 1.5 0.6 -0.1
H 0.682 -0.900 -4.286 1.2 0.3 1.1
H 2.490 -0.580 -4.135 -1.3 0.0 0.9
H -0.563 1.138 -3.931 0.3 -1.0 0.8
H -0.601 -0.246 -2.620 0.1 1.3 -0.5
H -0.186 1.661 -0.779 0.3 0.2 0.6
H -2.810 2.072 -2.648 0.2 -0.2 1.6
H -2.612 3.014 -1.099 0.4 -1.5 -0.7
H -2.183 0.769 0.227 -1.3 0.2 -1.2
H -3.943 1.186 -0.306 1.4 -0.6 -0.3
H -3.835 -1.185 -0.793 1.2 0.7 -0.7
H -2.031 -1.159 -1.198 -1.3 0.9 -0.3
H -4.521 -0.516 -3.074 1.7 0.2 0.3
H -2.811 0.131 -3.536 -0.9 -0.8 1.1
H -3.307 -2.703 -2.761 0.3 0.5 -0.2
H -1.949 -1.952 -3.350 -0.9 -0.4 -0.1
H 1.115 3.265 -2.268 -1.7 0.4 0.0
H -0.177 3.437 -3.549 -0.2 0.3 1.7
C 0.891 -3.425 5.215 0.2 -0.4 0.2
O 0.544 -2.101 4.838 0.0 1.0 -0.3
P 1.577 -1.309 3.907 -0.1 0.2 -1.0
O 1.794 -1.891 2.569 0.3 0.3 1.3
O 2.903 -1.203 4.806 -0.1 -0.3 -0.6
C 2.809 -0.658 6.114 0.0 0.2 0.4
O 0.992 0.178 3.915 -0.3 -1.2 0.8
C 1.683 1.152 3.138 0.2 0.5 -0.5
H 0.002 -4.053 5.155 0.0 0.1 -0.1
H 1.667 -3.843 4.570 -0.1 0.0 0.0
H 1.248 -3.416 6.248 0.0 0.0 0.0
H 3.165 -1.401 6.830 0.0 0.0 -0.1
H 1.787 -0.377 6.374 0.1 0.0 -0.1
H 3.445 0.227 6.173 0.0 0.0 0.0
H 2.711 0.849 2.927 -0.1 0.0 0.0
H 1.703 2.088 3.699 -0.1 -0.1 0.0
H 1.150 1.311 2.200 0.1 -0.1 0.0


[3]
24
Properties=species:S:1:pos:R:3:forces:R:3 method="wB97M-V/def2-TZVPD" smiles=C[C@@]12CCC[C@@H](CC1)N2 homo_ev=-7.8 total_energy_ha=-368.15682 de_lowest_ev=11.318
C 0.640 -0.176 1.676 1.3 -1.3 2.2
C 0.052 -0.865 0.364 2.1 -1.2 -1.0
C 1.480 -1.025 -0.417 0.9 -0.4 -0.6
C 1.638 0.585 -0.954 0.8 -0.1 -0.9
C 0.471 1.569 -1.297 -3.1 2.5 -0.3
C -0.748 0.893 -0.629 -2.2 -0.7 1.3
C -2.235 0.271 0.097 2.1 -3.6 -3.2
C -1.391 -1.197 0.808 -0.5 1.5 0.7
N -0.327 -0.411 -1.034 -4.9 -0.5 -0.4
H 0.810 -1.159 2.300 -0.9 1.4 -1.0
H 1.699 0.198 1.931 -1.4 0.2 -1.8
H -0.031 0.431 2.284 -0.2 0.1 -0.2
H 1.382 -1.513 -1.479 0.7 0.1 2.7
H 2.295 -1.376 0.318 -0.5 0.5 -1.5
H 2.306 0.622 -1.828 -0.4 -0.8 -0.2
H 2.174 1.265 -0.381 1.6 0.3 2.4
H 0.444 2.635 -0.899 1.2 -1.1 -0.2
H 0.174 1.688 -2.322 0.8 -0.3 -1.0
H -0.497 1.073 0.389 0.6 0.3 0.7
H -2.987 -0.335 -0.530 1.0 1.6 0.3
H -2.732 0.884 0.738 -1.1 1.7 2.1
H -1.561 -1.126 1.940 0.2 -0.7 -1.7
H -1.796 -2.063 0.275 -0.2 0.2 0.6
H -1.260 -0.870 -1.349 2.3 0.2 0.9


[4]
27
Properties=species:S:1:pos:R:3:forces:R:3 method="wB97M-V/def2-TZVPD" smiles=CC(C)CCCO.O.O homo_ev=-10.5 total_energy_ha=-465.07020 de_lowest_ev=1.080
C -1.064 0.780 0.949 -0.2 -0.2 -0.7
C -1.782 -0.089 -0.116 2.2 1.8 -0.8
C -2.670 0.841 -0.952 -2.4 -0.8 1.1
C -0.675 -0.661 -1.116 -1.7 0.0 2.1
C 0.499 -1.373 -0.402 -0.7 -0.2 -1.7
C 1.845 -0.909 -0.841 3.2 -0.3 1.0
O 2.314 0.312 -0.213 -0.6 0.5 -0.9
H -0.061 0.417 1.115 0.1 -0.3 0.6
H -1.604 0.884 1.886 0.0 0.2 0.0
H -0.873 1.733 0.454 -0.8 -0.1 0.5
H -2.364 -0.889 0.328 0.0 -0.2 0.0
H -2.998 0.328 -1.858 0.2 0.4 -0.3
H -2.454 1.901 -1.080 1.1 -0.3 -0.4
H -3.606 0.964 -0.385 -0.1 -0.2 0.0
H -0.394 0.174 -1.753 0.3 -0.1 -0.1
H -1.298 -1.388 -1.636 0.5 0.0 -0.8
H 0.471 -1.315 0.681 -0.2 -0.1 0.1
H 0.399 -2.421 -0.699 0.3 -0.1 0.3
H 2.645 -1.635 -0.581 -0.6 -0.3 0.4
H 2.156 -0.818 -1.877 -1.2 0.5 -0.5
H 2.347 0.225 0.737 -0.1 -0.3 0.3
O 1.954 -1.824 2.905 0.2 -0.3 -0.6
H 2.550 -2.144 2.215 -0.2 -0.4 0.0
H 2.339 -0.970 3.066 0.0 0.7 0.6
O 0.716 2.949 -0.531 0.6 -0.3 -0.1
H 1.362 2.221 -0.565 0.0 0.2 -0.3
H 0.246 2.708 0.267 0.0 0.4 0.2


[5]
153
Properties=species:S:1:pos:R:3:forces:R:3 method="wB97M-V/def2-TZVPD" homo_ev=-5.3 total_charge=-1 total_energy_ha=-3753.81945
C 10.511 -2.071 0.096 0.6 0.4 0.1
C 10.113 -0.995 1.125 0.1 -0.4 -0.2
C 11.306 -0.857 2.096 -0.4 0.0 0.2
C 8.881 -1.528 1.878 0.0 -0.1 -0.3
C 9.880 0.297 0.306 -0.5 -0.3 0.3
C 9.127 1.501 0.916 0.1 0.4 -0.3
C 9.425 1.729 2.407 0.0 0.2 0.1
C 9.653 2.746 0.161 0.5 -0.4 0.1
C 7.612 1.457 0.688 0.0 -0.1 0.2
C 6.838 2.549 1.077 0.2 -0.2 0.0
C 5.466 2.561 0.921 -0.1 0.4 0.1
C 4.812 1.472 0.363 0.0 0.2 0.1
O 3.463 1.413 0.219 -0.1 0.0 -0.2
C 2.850 2.556 -0.394 -0.2 -0.1 0.1
C 1.526 2.142 -1.000 0.2 -0.1 -0.1
O 0.493 2.200 -0.056 -0.1 0.0 -0.1
C -0.228 0.974 0.129 0.1 -0.1 0.3
C -1.603 1.275 0.712 0.2 -0.1 0.1
C -2.700 0.367 0.139 0.3 0.3 0.2
C -4.050 0.760 0.759 0.0 0.3 0.2
C -4.227 0.568 2.273 -0.4 -0.7 -0.2
C -4.890 -0.774 2.619 0.0 0.1 0.2
C -6.378 -0.806 2.332 -0.2 -0.8 0.0
N -6.891 -2.190 2.481 0.0 0.1 0.0
C -2.267 -1.115 0.462 -0.1 0.0 -0.3
O -2.254 -1.926 -0.490 0.0 -0.2 -0.1
O -1.972 -1.315 1.649 0.0 0.0 0.3
N -2.722 0.564 -1.330 -0.3 0.0 0.1
O -2.860 1.943 -1.671 -0.1 0.1 -0.1
C -3.762 -0.190 -2.014 0.0 -0.2 -0.2
C -3.199 -0.792 -3.296 0.1 0.2 0.7
O -3.896 -2.006 -3.653 0.2 0.0 -0.6
C -3.157 -3.117 -3.423 0.0 -0.4 -0.2
O -3.010 -3.967 -4.265 -0.2 0.3 0.4
C 5.562 0.388 -0.043 0.0 -0.3 0.0
C 6.937 0.382 0.123 0.1 0.0 0.0
H 10.687 -3.031 0.584 -0.2 -0.1 0.0
H 11.469 -1.778 -0.344 0.0 -0.1 -0.2
H 9.785 -2.168 -0.709 -0.1 -0.1 0.0
H 10.964 -0.627 3.105 0.1 0.2 0.0
H 11.998 -0.079 1.780 0.1 0.0 0.0
H 11.840 -1.806 2.164 0.1 0.0 0.0
H 8.274 -2.145 1.213 -0.1 0.0 0.0
H 9.204 -2.172 2.696 0.0 0.0 0.1
H 8.225 -0.752 2.263 0.1 0.1 0.2
H 10.860 0.637 -0.034 0.1 0.0 0.1
H 9.348 0.012 -0.602 0.1 0.1 -0.1
H 8.800 1.133 3.068 0.1 -0.2 0.0
H 10.471 1.546 2.646 0.1 0.0 0.0
H 9.229 2.773 2.656 -0.1 0.0 0.0
H 10.744 2.762 0.233 0.0 0.1 0.1
H 9.291 3.675 0.594 -0.2 0.1 -0.1
H 9.413 2.686 -0.900 -0.2 0.1 0.0
H 7.332 3.397 1.532 -0.1 0.1 0.0
H 4.912 3.432 1.245 -0.1 0.0 0.0
H 2.651 3.324 0.356 0.1 0.1 0.0
H 3.515 2.934 -1.174 0.0 0.1 0.0
H 1.653 1.139 -1.417 -0.1 -0.1 0.0
H 1.306 2.805 -1.845 -0.1 0.1 0.1
H 0.327 0.342 0.828 0.1 0.0 0.0
H -0.306 0.422 -0.808 -0.1 0.2 -0.2
H -1.544 1.097 1.782 -0.2 0.0 0.0
H -1.847 2.327 0.568 0.0 0.0 -0.2
H -4.184 1.826 0.542 -0.1 0.0 0.0
H -4.880 0.248 0.268 0.1 -0.1 -0.2
H -3.276 0.585 2.792 0.1 0.3 0.0
H -4.902 1.342 2.648 0.2 0.2 0.1
H -4.739 -0.980 3.681 0.0 -0.1 0.0
H -4.399 -1.586 2.081 0.1 0.0 -0.1
H -6.930 -0.199 3.053 0.0 0.3 -0.1
H -6.587 -0.446 1.320 0.0 0.3 0.0
H -7.744 -2.297 1.944 -0.1 0.0 0.1
H -6.227 -2.834 2.066 0.1 0.0 0.0
H -3.763 2.209 -1.427 0.0 0.0 0.1
H -4.653 0.420 -2.208 0.0 0.1 0.0
H -4.056 -1.035 -1.402 0.0 0.0 0.1
H -3.246 -0.102 -4.136 -0.1 -0.2 -0.2
H -2.156 -1.011 -3.079 0.1 -0.1 -0.1
H -2.753 -3.197 -2.404 0.2 0.3 0.0
H 5.040 -0.455 -0.475 0.0 -0.1 0.0
H 7.487 -0.490 -0.194 0.0 -0.1 0.0
C -5.630 -5.098 -5.277 0.0 0.0 -0.1
O -6.174 -6.431 -5.327 0.0 0.0 0.0
C -7.422 -6.541 -4.907 0.0 0.0 0.0
O -8.130 -5.652 -4.508 0.0 0.0 0.0
O -7.787 -7.828 -5.000 0.0 0.0 0.0
C -9.122 -8.084 -4.570 -0.1 -0.1 0.0
H -4.614 -5.165 -5.644 0.0 -0.1 0.0
H -6.214 -4.433 -5.910 -0.1 0.0 0.1
H -5.620 -4.729 -4.257 -0.1 0.0 0.0
H -9.836 -7.530 -5.177 0.0 0.1 0.0
H -9.248 -7.817 -3.522 0.0 0.1 0.0
H -9.278 -9.151 -4.699 0.1 0.0 0.0
C -10.452 -2.559 4.228 0.2 -0.2 0.1
O -10.440 -1.256 3.636 0.0 0.0 0.1
C -11.594 -0.880 3.096 0.0 0.0 0.0
O -12.612 -1.522 3.074 0.0 0.0 0.0
O -11.434 0.340 2.580 0.0 0.0 0.0
C -12.604 0.871 1.956 0.0 0.1 -0.1
H -9.449 -2.721 4.613 0.0 0.1 -0.1
H -11.176 -2.617 5.039 -0.1 0.1 -0.1
H -10.675 -3.316 3.479 -0.1 0.0 0.0
H -13.416 0.962 2.675 0.0 -0.1 0.0
H -12.915 0.241 1.125 0.0 0.0 0.0
H -12.324 1.854 1.588 0.1 0.0 0.0
C 12.507 -5.253 -1.547 0.1 0.0 0.1
O 12.168 -5.780 -2.833 0.0 0.0 0.0
C 11.379 -4.982 -3.553 0.0 -0.1 0.0
O 10.966 -3.908 -3.207 0.0 0.1 0.0
O 11.128 -5.579 -4.716 0.0 0.0 0.0
C 10.279 -4.827 -5.588 -0.1 0.0 -0.1
H 13.143 -5.998 -1.079 0.0 0.0 0.0
H 13.047 -4.314 -1.647 -0.1 0.0 0.0
H 11.612 -5.099 -0.947 0.0 0.1 0.0
H 10.737 -3.872 -5.840 0.0 0.0 0.1
H 9.308 -4.660 -5.127 0.0 0.0 0.0
H 10.164 -5.429 -6.484 0.0 0.0 0.0
C 6.425 3.848 -3.143 0.2 -0.2 0.1
O 6.104 5.091 -3.776 0.0 0.0 0.0
C 4.924 5.093 -4.392 0.0 0.0 0.0
O 4.155 4.171 -4.450 0.0 0.0 0.0
O 4.737 6.297 -4.936 0.0 0.0 0.0
C 3.492 6.434 -5.627 -0.1 0.1 -0.1
H 7.399 3.977 -2.680 0.0 0.1 0.0
H 5.692 3.603 -2.377 0.0 0.0 0.0
H 6.481 3.048 -3.878 -0.1 0.0 0.0
H 2.657 6.281 -4.948 0.0 -0.1 0.0
H 3.430 5.724 -6.450 0.0 0.0 0.0
H 3.476 7.449 -6.013 0.1 0.0 0.0
C -8.063 4.942 1.336 -0.1 0.0 0.1
O -7.338 5.839 0.488 0.0 0.0 0.0
C -6.446 5.234 -0.298 0.1 0.1 0.0
O -6.235 4.052 -0.336 0.0 -0.2 0.0
O -5.827 6.160 -1.027 0.0 0.0 0.0
C -4.825 5.632 -1.905 0.1 0.0 -0.1
H -8.743 5.562 1.912 0.0 0.0 0.0
H -8.626 4.225 0.742 0.0 0.0 0.0
H -7.386 4.413 2.004 0.0 0.0 0.0
H -5.267 4.939 -2.618 0.0 0.0 0.0
H -4.042 5.131 -1.339 0.0 -0.1 0.0
H -4.410 6.487 -2.430 0.0 0.0 0.0
C -5.057 0.883 8.975 0.1 0.1 0.1
O -6.141 1.373 8.182 0.0 0.0 0.0
C -6.768 0.427 7.479 0.0 0.1 0.0
O -6.498 -0.744 7.486 0.0 -0.1 0.0
O -7.740 1.004 6.778 0.0 0.0 0.0
C -8.479 0.102 5.946 -0.1 0.0 -0.2
H -4.646 1.750 9.484 0.0 0.0 0.0
H -5.412 0.158 9.705 0.0 0.0 0.0
H -4.296 0.428 8.345 0.0 -0.1 0.0
H -8.958 -0.670 6.546 0.1 0.0 0.0
H -7.829 -0.357 5.202 0.0 -0.1 0.1
H -9.235 0.699 5.446 0.0 0.1 0.0


[6]
10
Properties=species:S:1:pos:R:3:forces:R:3 method="wB97M-V/def2-TZVPD" smiles="C#[N+]S(=O)(=O)ON" homo_ev=-15.6 total_charge=+1 total_energy_ha=-772.85602 de_lowest_ev=2.289
C 2.460 0.662 -0.138 1.5 -0.1 -0.3
N 1.333 0.609 0.038 0.7 0.8 0.7
S 0.064 -0.831 -0.298 -1.2 3.1 2.5
O 0.805 -1.056 -1.453 -1.3 -1.6 -1.6
O 0.112 -1.449 0.973 -0.6 -0.2 -1.4
O -1.246 0.181 -0.492 3.3 -2.7 -2.5
N -1.946 0.402 0.671 -1.8 0.5 1.5
H 3.542 0.570 -0.413 -1.3 0.5 0.5
H -2.480 1.260 0.421 0.6 -0.5 0.4
H -2.646 -0.348 0.690 0.1 0.2 0.2


no.,M (g/mol),frontier orbital gap (eV)
1,326.5,9.33
2,466.1,7.55
3,125.2,8.73
4,138.2,10.74
5,1050.1,6.99
6,123.1,9.95